C19H21N4 | ωB97M-V with the def2-TZVPD basis set

Structure (XYZ):
```
44
Properties=species:S:1:pos:R:3:forces:R:3:lowdin_charge:R:1
C -1.39653 -3.17704 3.15252 -0.24 -0.35 0.02 -0.0255
C -0.08317 -2.52082 3.09055 -0.40 3.13 -0.11 0.0778
N 0.09627 -1.17971 3.09370 -0.31 -3.40 -0.02 0.0937
C 1.38264 -0.56605 3.09452 1.43 1.34 -0.01 -0.1216
C 2.65265 -1.13156 3.10258 -0.89 -0.39 -0.01 0.0043
C 3.75165 -0.29946 3.12721 0.11 0.38 0.00 -0.0496
C 3.60590 1.08997 3.14272 0.23 -0.34 -0.01 -0.0469
C 2.35670 1.66814 3.13579 -0.71 -0.43 -0.02 0.0123
C 1.23578 0.83459 3.11296 0.94 -0.63 0.00 -0.0928
C -0.17233 1.11891 3.11943 -0.99 -0.11 0.01 -0.0892
C -0.85752 -0.11493 3.10791 -0.73 1.29 0.05 -0.0973
C -2.24971 -0.11997 3.11502 0.42 -0.82 -0.01 0.0088
C -2.92809 1.08132 3.13694 0.09 0.47 0.00 -0.0468
C -2.24506 2.29918 3.15109 -0.43 -0.27 0.00 -0.0444
C -0.86987 2.32973 3.14221 0.60 -0.74 -0.02 0.0139
H -1.32513 -4.26807 3.14470 0.30 0.26 -0.03 0.1035
H -1.92474 -2.89892 4.06701 -0.03 0.18 0.03 0.1101
H -2.00864 -2.89403 2.29484 0.05 0.15 -0.09 0.0718
H 0.79597 -3.13829 3.04806 0.43 0.19 -0.01 0.1393
H 2.76718 -2.20060 3.09552 0.23 -0.25 -0.01 0.1099
H 4.74087 -0.72814 3.13814 0.07 -0.07 -0.01 0.1157
H 4.48410 1.71550 3.16332 0.10 0.04 0.00 0.1160
H 2.23594 2.73706 3.15219 0.00 0.21 0.01 0.1200
H -2.79182 -1.04692 3.10459 -0.23 -0.04 -0.01 0.0950
H -4.00636 1.08301 3.14498 -0.09 -0.07 0.00 0.1157
H -2.80185 3.22358 3.17054 -0.06 0.05 0.00 0.1173
H -0.33353 3.26239 3.15467 0.10 0.17 0.00 0.1208
C -2.43812 -3.65637 -0.53512 -0.99 -1.32 -0.06 -0.2511
C -2.92849 -3.42524 -1.98255 0.23 0.29 -0.60 -0.1164
N -1.72382 -2.85810 -2.58691 1.93 0.14 0.36 -0.0680
C -1.57692 -1.90358 -3.70336 -0.56 -0.61 0.56 -0.1109
C -0.27921 -1.13317 -3.35946 0.28 -0.40 -0.13 -0.1466
N 0.06227 -1.54512 -1.98644 -0.36 -0.57 0.74 0.0566
C -0.85327 -2.50382 -1.52946 -2.51 1.15 -0.25 -0.3545
N -1.27072 -2.88824 -0.35591 2.98 1.82 -0.33 0.0328
H -3.19664 -3.38979 0.21626 0.06 -0.11 -0.24 0.0988
H -2.17750 -4.71490 -0.38058 -0.35 0.03 -0.05 0.1110
H -3.23749 -4.34055 -2.49388 -0.01 0.11 0.15 0.1155
H -3.74224 -2.69880 -2.04344 -0.17 0.07 0.06 0.1127
H -1.51716 -2.44178 -4.65598 0.03 0.28 0.15 0.1173
H -2.45398 -1.24855 -3.71410 0.03 0.11 -0.16 0.1140
H 0.54733 -1.42379 -4.01901 -0.28 0.09 -0.02 0.1107
H -0.40491 -0.04555 -3.44045 -0.03 -0.31 0.12 0.1165
H 0.35955 -0.79819 -1.36111 -0.25 -0.71 -0.06 0.1299
```
Forces are in eV/Å.

Summary:
HOMO energy ... -10.541 eV
Kohn-Sham gap ... 5.8 eV
Calculated total energy ... -25997.51416 eV
Molar mass ... 305.40 g mol⁻¹
Net charge ... +1
Lowest unoccupied orbital energy ... -4.75 eV